{"formula": "C34H34AsClF6NRhSi", "method": "the ωB97M-V functional and the def2-TZVPD basis", "max_force_ev_per_a": 1.1, "total_charge": -1, "spin_multiplicity": 2, "relative_energy_ev": 0.683, "mol_weight_da": 812.01, "symbols": ["Rh", "C", "Si", "C", "N", "C", "C", "C", "C", "C", "C", "C", "C", "C", "C", "C", "C", "C", "C", "C", "C", "C", "H", "H", "H", "H", "H", "H", "H", "H", "H", "H", "H", "H", "H", "H", "H", "H", "H", "H", "H", "H", "H", "H", "H", "H", "C", "C", "C", "C", "C", "C", "C", "C", "C", "C", "C", "C", "C", "C", "C", "H", "H", "H", "H", "H", "H", "H", "H", "H", "H", "F", "As", "F", "F", "F", "F", "F", "Cl"], "xyz": [[-1.63090, -0.73201, 0.21543], [-1.44829, -0.31482, -1.93683], [-0.88473, -2.73866, 0.08340], [-0.31880, -0.00980, 1.62389], [-1.45452, 0.73024, 2.00662], [-2.19286, 0.26729, 3.18291], [-1.42150, 0.58831, 4.47632], [-0.47576, 1.77342, 4.25406], [-1.13070, 2.79914, 3.33655], [-1.41855, 2.19778, 1.94370], [-1.67261, -4.35151, 0.67016], [-0.82984, -5.42675, 0.99213], [-1.33593, -6.61780, 1.49010], [-2.70626, -6.77035, 1.65264], [-3.55740, -5.72152, 1.33581], [-3.04719, -4.51832, 0.86822], [0.60406, -3.44414, -0.83058], [0.45731, -4.38036, -1.86055], [1.56206, -4.96546, -2.45669], [2.83806, -4.67322, -1.98863], [3.00196, -3.76883, -0.95182], [1.89339, -3.13395, -0.40402], [-2.35897, 0.28089, -1.98312], [-1.40426, -1.12276, -2.65530], [0.49903, 0.57610, 1.21530], [0.00726, -0.72841, 2.37241], [-2.40079, -0.79794, 3.08136], [-3.15673, 0.77730, 3.15793], [-0.85829, -0.28407, 4.81673], [-2.13963, 0.82480, 5.26587], [0.45314, 1.42351, 3.79315], [-0.19684, 2.22141, 5.20997], [-0.50301, 3.68020, 3.22408], [-2.06838, 3.13600, 3.78961], [-0.66027, 2.47432, 1.22286], [-2.37420, 2.55138, 1.56939], [0.24073, -5.33866, 0.84586], [-0.66301, -7.42915, 1.73953], [-3.10843, -7.70373, 2.02774], [-4.62707, -5.83408, 1.46210], [-3.71179, -3.69207, 0.64982], [-0.53575, -4.66663, -2.18986], [1.42986, -5.67258, -3.26618], [3.70106, -5.15649, -2.42994], [3.99017, -3.54303, -0.57572], [2.03704, -2.40502, 0.38727], [-0.35392, 0.37934, -1.53447], [0.68073, 1.09983, -1.42927], [1.73915, 1.91265, -1.51374], [3.01629, 1.45777, -2.10653], [3.25230, 0.10680, -2.36798], [4.40475, -0.30368, -3.01672], [5.36023, 0.62131, -3.41674], [5.13202, 1.96676, -3.17850], [3.97229, 2.38082, -2.54147], [1.59453, 3.35433, -1.15137], [0.45097, 4.07130, -1.50228], [0.30776, 5.40223, -1.13755], [1.30536, 6.04120, -0.41604], [2.44387, 5.33665, -0.05186], [2.58771, 4.00813, -0.41717], [2.50050, -0.61787, -2.08913], [4.54995, -1.35431, -3.22597], [6.26059, 0.29759, -3.92341], [5.85185, 2.70713, -3.50551], [3.79653, 3.43826, -2.40416], [-0.34154, 3.57939, -2.05258], [-0.59694, 5.92548, -1.40714], [1.18901, 7.07806, -0.12632], [3.22229, 5.81933, 0.52729], [3.47423, 3.46459, -0.11278], [-2.94085, 1.93944, -0.64832], [-4.06007, 3.26813, -0.92264], [-4.48923, 3.21971, 0.76579], [-2.77190, 4.38043, -0.53336], [-3.56800, 3.30628, -2.58857], [-5.13247, 4.60374, -1.17674], [-5.31525, 2.14671, -1.29700], [-3.94460, -1.39748, 0.06858]], "forces_ev_per_angstrom": [[0.3, 0.5, 0.0], [-0.6, 0.8, -0.4], [-0.2, -0.5, -0.2], [0.1, -0.1, 0.0], [-0.1, -0.3, -0.1], [0.0, 0.0, 0.0], [0.0, 0.0, 0.0], [0.1, 0.0, 0.0], [-0.1, 0.0, 0.0], [-0.2, 0.0, 0.1], [0.2, 0.0, 0.1], [0.0, 0.0, 0.0], [0.0, 0.0, 0.0], [0.0, 0.0, 0.0], [0.0, 0.0, 0.0], [0.0, 0.1, 0.0], [0.0, 0.1, 0.0], [0.0, 0.1, 0.0], [0.0, 0.0, 0.0], [0.0, 0.0, 0.0], [0.0, 0.1, -0.1], [0.1, 0.0, 0.0], [-0.1, -0.2, 0.0], [0.3, -0.2, 0.2], [0.0, 0.1, 0.1], [0.0, 0.0, 0.0], [0.0, 0.0, 0.0], [0.0, 0.0, 0.0], [0.0, 0.0, 0.0], [0.0, 0.0, 0.0], [0.0, 0.0, 0.0], [0.0, 0.0, 0.0], [0.1, 0.1, 0.0], [0.0, 0.0, 0.0], [0.2, 0.1, -0.2], [0.0, 0.0, -0.1], [0.0, 0.0, 0.0], [0.0, 0.0, 0.0], [0.0, 0.0, 0.0], [0.0, 0.0, 0.0], [0.0, 0.0, 0.0], [0.0, 0.0, 0.0], [0.0, 0.0, 0.0], [0.0, 0.0, 0.0], [0.1, 0.0, 0.0], [0.0, 0.0, 0.0], [0.2, -0.5, 0.6], [0.3, 0.3, -0.4], [-0.5, 0.0, 0.1], [0.1, 0.0, -0.1], [0.1, 0.0, 0.0], [0.0, 0.0, 0.0], [0.0, 0.0, 0.0], [0.0, 0.0, 0.0], [0.0, 0.0, 0.0], [-0.1, 0.0, 0.2], [0.0, -0.1, 0.0], [0.0, 0.0, 0.0], [-0.1, 0.0, 0.0], [0.1, 0.0, 0.0], [-0.1, 0.0, 0.1], [0.0, -0.1, 0.1], [0.0, -0.1, 0.0], [0.0, 0.0, 0.0], [0.0, 0.0, 0.0], [0.0, -0.1, 0.0], [0.0, 0.0, 0.0], [-0.1, 0.0, 0.0], [0.0, 0.0, 0.0], [0.0, 0.0, 0.0], [0.0, 0.0, 0.0], [-0.1, 0.1, 0.0], [0.1, 0.0, 0.1], [0.0, 0.0, 0.0], [0.1, 0.0, 0.0], [0.0, 0.0, 0.0], [0.0, 0.0, 0.0], [0.0, 0.0, 0.0], [0.0, 0.2, 0.0]], "lowdin_spin": [0.671, 0.009, 0.057, 0.013, 0.015, 0.005, 0.000, 0.000, 0.001, 0.002, 0.021, 0.006, 0.000, 0.004, 0.000, 0.005, 0.014, 0.002, 0.001, -0.001, 0.000, 0.002, 0.003, 0.000, -0.001, 0.011, 0.003, 0.000, 0.000, 0.000, 0.000, 0.000, 0.000, 0.000, 0.000, 0.000, 0.000, 0.000, 0.000, 0.000, 0.000, 0.000, 0.000, 0.000, 0.000, 0.002, 0.044, -0.008, 0.030, 0.001, 0.006, -0.001, 0.007, -0.001, 0.006, 0.002, 0.003, 0.000, 0.003, 0.000, 0.003, 0.000, 0.000, 0.000, 0.000, 0.000, 0.000, 0.000, 0.000, 0.000, 0.000, 0.006, 0.000, 0.000, 0.000, 0.000, 0.000, 0.000, 0.050]}